[1]
C30H18Br2MnN3OS2 as an isolated structure. Source: the Open Molecules 2025 dataset; level of theory: ωB97M-V/def2-TZVPD.

Summary:
- Frontier orbital gap (spin up / spin down): 6.04 / 6.04 eV
- Charge: +1
- HOMO level (spin up / spin down): -9.87 / -9.99 eV
- M: 715.4 g/mol
- Expectation value of S²: 8.758
- Spin multiplicity: 6

Atoms and positions in Å:
Mn: -0.984638 -0.210597 0.477586
S: 2.006677 -5.086671 1.981073
C: 3.092658 -6.401293 2.028880
C: 3.921104 -6.418034 0.949544
C: 3.676943 -5.344388 0.065190
C: 2.664373 -4.517576 0.480294
C: 2.151036 -3.326753 -0.182947
C: 1.075346 -2.597549 0.353731
N: 0.563564 -1.510230 -0.192228
C: 1.094171 -1.048942 -1.356065
C: 2.167006 -1.708582 -1.977920
C: 2.698789 -1.193068 -3.205613
C: 2.186018 -0.080289 -3.768458
C: 1.094734 0.618657 -3.154861
C: 0.552997 1.779632 -3.713572
C: -0.501967 2.431911 -3.094951
C: -0.978700 1.862727 -1.901002
N: -0.486951 0.771111 -1.345329
C: 0.548771 0.134726 -1.954699
C: -1.095459 3.642469 -3.646057
C: -0.762521 4.292750 -4.806866
C: -1.543955 5.444305 -5.047329
C: -2.465824 5.660462 -4.070052
S: -2.397961 4.468132 -2.852042
C: 2.687968 -2.854281 -1.370178
H: 3.057176 -7.092529 2.855668
H: 4.678796 -7.170022 0.788324
H: 4.238458 -5.197705 -0.846139
H: 0.612580 -2.934025 1.274441
H: 3.521309 -1.725133 -3.666199
H: 2.582939 0.311420 -4.696237
H: 0.971622 2.157082 -4.636751
H: -1.810768 2.329006 -1.385673
H: 0.018779 3.965401 -5.477481
H: -1.425706 6.082400 -5.910128
H: -3.187695 6.458004 -3.996030
H: 3.515592 -3.364329 -1.844396
C: 1.179282 1.687325 2.259499
C: -0.106795 1.470271 3.005361
C: -0.348882 2.000329 4.279067
C: -1.545013 1.763475 4.905652
C: -2.534193 0.987595 4.271600
C: -3.803369 0.670914 4.806295
Br: -4.302213 1.303239 6.520202
C: -4.686710 -0.094504 4.095646
C: -4.361267 -0.584410 2.824014
Br: -5.603865 -1.634271 1.874423
C: -3.137046 -0.319793 2.227607
O: -2.759977 -0.738327 1.051176
C: -2.223304 0.485961 2.990442
N: -1.023823 0.735977 2.387606
H: 1.879155 2.296089 2.826739
H: 0.973058 2.186634 1.310173
H: 1.647773 0.723559 2.047992
H: 0.417351 2.594634 4.757285
H: -1.742310 2.167599 5.889383
H: -5.655111 -0.330497 4.514310

Cartesian forces, eV/Å:
-0.309 0.017 0.312
0.141 0.053 -0.205
-0.077 0.049 0.037
0.037 -0.087 0.047
-0.087 0.185 -0.057
0.015 -0.349 0.312
0.119 0.176 -0.373
-0.125 -0.056 0.165
0.357 -0.007 -0.319
0.244 -0.325 0.068
-0.164 0.134 0.058
0.003 0.081 -0.108
0.087 -0.104 -0.014
-0.053 -0.107 0.177
-0.245 0.112 0.186
0.312 -0.247 -0.159
-0.179 0.055 0.110
0.352 0.006 -0.327
-0.051 0.315 -0.256
-0.307 0.350 -0.045
0.073 -0.157 0.119
-0.044 0.086 -0.039
-0.036 -0.041 0.081
0.199 -0.070 -0.140
-0.166 -0.070 0.272
0.010 -0.002 -0.024
-0.010 0.001 0.017
-0.007 0.004 -0.004
-0.043 0.056 0.010
-0.002 0.035 -0.027
0.029 -0.032 0.008
0.002 0.015 -0.010
0.005 -0.043 0.058
-0.001 -0.009 0.002
-0.012 0.005 0.015
0.013 -0.010 -0.020
0.014 -0.011 0.004
-0.106 0.012 0.117
-0.154 -0.222 -0.297
0.012 0.072 0.136
0.070 0.000 -0.067
0.051 -0.046 -0.136
-0.231 -0.065 0.083
0.029 -0.017 -0.062
0.021 0.136 0.248
0.343 -0.080 -0.477
0.008 0.045 0.085
-0.090 0.206 0.497
-0.290 -0.275 -0.282
-0.165 -0.088 -0.028
0.273 0.265 0.282
0.006 -0.004 -0.015
0.062 0.018 -0.009
0.058 0.026 -0.013
-0.013 -0.003 0.005
0.017 0.009 0.001
0.004 0.001 -0.002

=====

[2]
C30H18BrCrF4N3O2P as an isolated structure. Source: the Open Molecules 2025 dataset; level of theory: ωB97M-V/def2-TZVPD.

Summary:
- Frontier orbital gap (spin up / spin down): 7.64 / 7.93 eV
- Charge: +2
- HOMO level (spin up / spin down): -14.96 / -14.91 eV
- M: 691.4 g/mol
- Expectation value of S²: 3.813
- Spin multiplicity: 4

Atoms and positions in Å:
Cr: -0.935674 0.328512 1.123231
O: -0.892014 4.290323 1.217372
C: -1.060863 3.131397 1.434156
N: -0.193459 2.070996 1.091473
C: 1.192591 2.203052 1.303152
O: 1.849177 3.191312 1.189639
C: 1.750458 0.907066 1.835790
C: 3.051198 0.795264 2.260888
C: 3.461685 -0.409434 2.814014
C: 2.556427 -1.456701 2.913684
C: 1.265221 -1.276922 2.458594
N: 0.867913 -0.105804 1.935597
C: -2.224619 2.611586 2.246224
C: -3.174004 3.453641 2.774293
C: -4.166211 2.907689 3.577160
C: -4.171447 1.542086 3.819882
C: -3.191506 0.756709 3.244195
N: -2.227880 1.283511 2.471358
H: 3.704131 1.651860 2.159532
H: 4.477124 -0.530626 3.168012
H: 2.837500 -2.406969 3.344793
H: 0.535611 -2.074113 2.508882
H: -3.109133 4.512253 2.561635
H: -4.924596 3.543025 4.015083
H: -4.922074 1.084581 4.448440
H: -3.162022 -0.312493 3.413755
F: -3.788219 0.319770 -5.410908
C: -2.934177 0.152076 -4.429224
C: -1.614933 -0.165590 -4.699894
F: -1.217188 -0.301838 -5.946531
C: -0.718045 -0.344412 -3.654969
F: 0.528377 -0.679446 -3.965673
C: -1.104458 -0.201925 -2.332637
P: 0.030396 -0.488186 -0.954529
C: 0.196054 -2.273781 -0.822814
C: -0.597652 -2.928494 0.120644
C: -0.580402 -4.309432 0.230810
C: 0.237582 -5.046560 -0.616039
C: 1.023225 -4.407680 -1.567061
C: 1.003530 -3.025556 -1.677210
C: 1.597197 0.282392 -1.352205
C: 2.806491 -0.350873 -1.069309
C: 3.999660 0.316993 -1.303551
C: 3.984577 1.611020 -1.806681
C: 2.778830 2.246883 -2.077324
C: 1.583009 1.587323 -1.850142
C: -2.442060 0.102389 -2.098232
Br: -3.130245 0.251530 -0.327585
C: -3.355811 0.280615 -3.110189
F: -4.621982 0.567147 -2.858643
H: -1.274836 -2.369823 0.769041
H: -1.201395 -4.809955 0.961108
H: 0.255800 -6.125523 -0.539526
H: 1.649361 -4.989127 -2.230164
H: 1.610510 -2.537185 -2.429347
H: 2.825441 -1.358638 -0.672400
H: 4.941728 -0.175033 -1.100495
H: 4.917550 2.126561 -1.991658
H: 2.771535 3.256845 -2.463379
H: 0.647017 2.095710 -2.054117

Cartesian forces, eV/Å:
0.002 0.249 0.072
0.047 0.043 -0.082
0.075 -0.036 0.172
-0.111 -0.052 -0.141
-0.114 -0.084 0.075
-0.013 0.085 -0.023
-0.198 0.039 -0.061
0.132 0.006 0.025
0.053 0.006 0.008
-0.008 -0.049 0.018
0.031 0.123 -0.030
-0.086 -0.074 0.055
0.127 -0.123 -0.066
-0.045 0.111 0.031
-0.052 0.047 0.026
-0.012 -0.008 0.023
0.142 0.067 -0.043
-0.124 -0.221 0.041
0.007 -0.015 0.012
-0.011 -0.002 0.001
0.020 0.006 -0.004
0.001 0.011 0.007
-0.013 -0.004 0.004
0.002 -0.005 -0.002
0.000 0.008 -0.001
0.003 -0.013 -0.030
0.020 0.003 0.043
-0.054 -0.004 -0.092
0.027 0.013 -0.140
0.011 -0.001 0.061
0.026 -0.028 -0.138
0.012 0.014 0.083
-0.074 0.072 0.041
0.130 -0.304 -0.020
0.007 -0.082 -0.057
-0.058 -0.008 0.035
0.051 0.012 -0.050
-0.007 -0.015 0.013
-0.008 0.026 0.015
0.021 0.003 -0.040
-0.008 0.060 -0.004
0.040 -0.028 0.044
-0.048 0.019 -0.003
0.008 0.000 -0.003
-0.006 -0.014 -0.011
0.055 0.013 -0.009
-0.028 -0.014 0.075
0.123 0.104 0.106
-0.052 0.000 -0.092
0.023 -0.006 0.049
0.002 0.040 -0.002
-0.011 0.007 -0.001
0.002 0.004 0.000
-0.002 0.005 0.000
-0.017 -0.006 0.006
-0.006 0.016 -0.002
-0.012 -0.007 -0.002
-0.009 0.006 0.001
-0.005 0.000 0.008
-0.010 -0.015 -0.004

=====

Energy across the listed records, respectively: -8488.86851; -5827.58010 Ha.